# 1
DFT (ωB97M-V with the def2-TZVPD basis set) results for a structure of composition C41H40N6O3PtS3 at a distorted geometry.

Output
HOMO-LUMO gap (spin up / spin down)	0.0915 / 0.0914	Eh
net charge	+2
LUMO level (spin up / spin down)	-9.1626 / -9.1651	eV
HOMO (spin up / spin down)	-11.65 / -11.65	eV

```
94
Properties=species:S:1:pos:R:3:lowdin_charge:R:1
Pt 1.122 0.056 -0.262 1.08
C -1.713 -3.701 1.787 -0.49
C -3.621 -3.795 4.810 -0.08
H -2.722 -3.994 5.370 0.11
H 2.299 4.913 -1.025 0.05
H -1.810 -0.089 -0.996 0.03
C -3.439 0.324 1.315 -0.02
N 2.354 -1.637 0.913 0.01
C 3.454 -3.859 2.141 0.00
H 6.193 2.907 -1.542 0.09
C -3.029 4.721 -0.216 0.05
H 1.144 2.989 -0.174 0.04
C -1.376 2.442 0.109 -0.25
H -3.659 5.588 -0.327 0.14
C -1.352 -2.534 2.454 -0.04
C 1.060 4.438 1.423 -0.04
C 1.695 -5.064 -4.272 -0.71
H -4.662 3.351 -0.244 0.13
C 2.645 -2.723 0.185 -0.18
H -3.371 -0.913 -1.127 0.09
C 3.819 2.317 0.416 -1.05
C -2.879 0.057 -1.148 -0.04
H 0.824 -2.493 -4.769 0.13
N 4.811 2.946 1.038 -0.04
H -0.417 1.554 -6.058 0.13
S 2.705 1.407 1.256 0.72
H 3.332 -2.674 3.940 0.12
H 0.699 -0.564 -5.476 0.13
H 4.892 2.888 2.043 0.16
H 5.311 4.422 -1.837 0.09
H -5.081 -4.263 1.787 0.11
H -0.211 2.643 -1.945 0.08
H -4.664 -2.811 6.428 0.11
N -5.812 -2.902 4.746 0.07
H 0.578 5.390 1.636 0.10
C -2.821 2.316 -0.039 -0.06
H 3.883 -4.730 2.612 0.13
C 1.806 -3.703 -3.322 -0.04
H -3.926 -0.648 1.289 0.09
C 5.393 3.555 -1.187 -0.35
O 1.726 -4.738 -5.427 0.04
H 2.138 4.574 1.495 0.08
H -3.966 0.958 2.023 0.10
H 5.179 4.928 0.506 0.13
C 0.678 3.967 0.016 -0.41
C -0.682 -1.552 1.751 -0.17
O -0.667 1.432 0.386 -0.06
N -0.412 -1.646 0.452 -0.04
C -0.013 1.946 -2.742 -0.11
H -0.330 -0.661 2.254 0.11
C -3.591 3.449 -0.163 0.02
C 2.290 -2.668 -1.242 -0.20
C -0.137 1.349 -5.038 0.00
C 3.154 -2.722 2.878 -0.01
H -0.891 3.202 -4.232 0.12
S -2.486 -5.072 2.585 1.04
C 0.798 -0.108 -3.373 -0.18
H -6.908 -3.069 3.029 0.11
C -0.399 2.264 -4.033 -0.01
H 0.864 4.727 -2.024 0.08
H 0.750 3.711 2.170 0.08
O 1.589 -6.018 -3.547 0.04
C 3.197 -3.859 0.779 0.04
C -3.483 0.964 -0.074 -0.34
C -5.958 -3.283 3.498 -0.13
C 0.481 0.156 -4.706 0.04
H 2.368 -0.729 2.749 0.07
H -3.041 0.495 -2.131 0.09
S 3.832 2.589 -1.295 0.98
C 2.347 -3.801 -2.060 0.08
H -1.642 -4.713 -0.108 0.12
N 1.827 -1.507 -1.713 0.05
C 1.343 -1.407 -2.952 -0.19
C -0.814 3.780 -0.045 -0.10
C -1.647 4.866 -0.180 0.02
C 2.607 -1.635 2.211 -0.16
C -1.393 -3.815 0.435 -0.04
H 3.426 -4.736 0.199 0.12
C -3.763 -4.183 3.489 -0.51
H -1.225 5.855 -0.256 0.13
H -2.414 0.196 1.648 0.05
H 0.927 5.981 -0.779 0.09
H 6.618 3.889 0.575 0.14
H -1.573 -2.387 3.498 0.11
C 1.213 4.961 -1.020 -0.05
H -4.538 1.116 -0.330 0.14
C 5.566 3.923 0.284 -0.19
C -4.947 -3.942 2.809 -0.08
C 1.280 -2.524 -3.793 0.07
H -0.570 -2.797 -1.252 0.12
C -4.699 -3.142 5.400 -0.13
N 0.562 0.801 -2.413 0.05
H 2.747 -4.744 -1.729 0.13
C -0.772 -2.754 -0.191 -0.12
```



# 2
DFT (ωB97M-V with the def2-TZVPD basis set) results for a structure of composition C41H40N7O7PW.

Output
HOMO-LUMO gap (spin up / spin down)	0.2473 / 0.2475	Eh
net charge	+2
LUMO level (spin up / spin down)	-6.0405 / -6.0403	eV
HOMO (spin up / spin down)	-12.77 / -12.77	eV

```
97
Properties=species:S:1:pos:R:3:lowdin_charge:R:1
C 1.435 0.495 2.228 -0.18
C 1.595 1.938 0.410 -0.19
H -3.722 -1.381 2.449 0.15
C -2.291 -4.454 0.949 -0.09
N -0.419 -0.841 2.083 -0.05
C -2.969 5.444 -0.073 -0.10
C 2.002 -2.125 -1.022 -0.22
H -3.433 1.344 -1.508 0.11
C -1.890 3.767 1.237 -0.09
H 3.060 3.489 0.539 0.13
H -1.568 -2.529 2.686 0.09
O -4.425 4.858 -1.756 0.08
H 4.006 -1.522 -1.472 0.13
H -4.021 -0.168 -2.194 0.13
H -2.481 7.496 0.361 0.14
C -1.436 6.079 1.599 -0.09
C 1.573 -4.503 -1.007 -0.06
H 1.941 4.226 -0.991 0.08
H 1.828 -0.966 4.495 0.09
C -2.767 4.110 0.219 0.06
H -4.002 0.679 0.577 0.12
C -1.601 -5.521 2.995 -0.04
C 1.453 -0.728 -0.952 -0.31
H -3.465 -3.118 -1.310 0.09
C -1.275 -3.346 -4.471 -0.04
H 0.353 -1.916 4.429 0.09
C -1.427 -3.104 -2.065 -0.33
H -1.561 2.582 -2.115 0.13
C 3.102 2.200 2.248 0.01
H -3.295 3.361 -0.352 0.11
N 1.006 0.882 1.008 0.01
C -1.597 2.328 1.536 -0.53
C 2.500 1.123 2.862 0.05
N -3.890 5.789 -1.179 -0.34
C -0.322 -5.005 2.821 -0.05
H 3.919 2.720 2.729 0.13
H -0.187 2.303 -3.194 0.14
O -1.006 8.277 2.125 0.12
H 0.881 -5.328 -0.889 0.13
O -1.198 1.954 2.629 0.09
H -2.895 0.192 2.402 0.12
H -1.590 -1.178 3.813 0.13
H 0.508 4.069 -1.997 0.10
C -1.398 0.579 -2.888 -0.14
C 3.340 -2.362 -1.331 0.01
H -4.662 -0.822 -0.057 0.14
C 0.577 -0.494 2.834 -0.26
H -3.128 -3.612 -5.523 0.12
C -2.654 -3.462 -4.562 -0.04
O -4.116 6.959 -1.367 0.13
C 1.146 -3.188 -0.852 -0.37
C -2.820 -0.857 2.127 -0.14
H 2.826 0.791 3.836 0.13
C -0.033 -4.207 1.726 -0.11
O -1.745 1.553 0.485 -0.21
C -3.774 -0.189 -0.031 -0.13
H 2.004 3.250 -2.459 0.12
C -0.787 1.862 -2.399 -0.14
N -1.970 -0.148 -1.731 -0.16
H -0.538 4.506 2.741 0.14
H -4.502 -3.470 -3.471 0.12
C 3.785 -3.665 -1.460 -0.03
H -2.030 -1.109 -2.055 0.05
C -2.318 6.455 0.605 0.11
H -1.827 -6.145 3.849 0.12
H 0.413 -3.083 -3.189 0.11
O 2.205 0.124 -1.376 0.01
C 0.769 -0.927 4.252 0.02
C -3.425 -3.383 -3.411 -0.05
W -0.602 -0.153 0.055 1.55
H -3.075 -4.308 0.221 0.09
H -2.784 -1.909 0.417 0.07
O 0.218 6.752 3.046 0.09
C 2.622 2.626 1.020 0.05
C -2.820 -3.199 -2.175 -0.11
C -1.586 -1.448 2.760 -0.14
C 1.376 3.537 -1.612 0.04
H 3.263 -5.750 -1.426 0.12
N 0.017 1.545 -1.225 -0.05
H 0.967 -3.810 1.614 0.11
C -1.220 4.757 1.940 0.09
H 0.298 -0.220 4.941 0.12
H -2.166 0.763 -3.642 0.14
C -2.580 -5.249 2.052 -0.05
H -0.628 -0.059 -3.324 0.13
P -0.538 -2.705 -0.510 1.07
N -0.672 7.130 2.309 -0.34
C -0.666 -3.162 -3.237 -0.07
H -0.665 -3.406 -5.362 0.12
H 4.825 -3.858 -1.692 0.12
H 0.457 -5.231 3.537 0.12
N -2.673 -0.927 0.654 -0.15
C 0.968 2.314 -0.860 -0.25
H -3.571 -5.670 2.160 0.12
C 2.905 -4.736 -1.307 -0.03
C -1.018 -3.912 0.776 -0.35
C -3.365 0.262 -1.435 -0.14
```



# 3
DFT (ωB97M-V with the def2-TZVPD basis set) results for a structure of composition C41H41CsN8O3S2 at a distorted geometry.

Output
HOMO-LUMO gap	0.1881	Eh
net charge	-2
LUMO level	3.5735	eV
HOMO	-1.54	eV

```
96
Properties=species:S:1:pos:R:3:lowdin_charge:R:1
H -2.182 -0.736 -4.334 0.05
H -0.274 -3.112 4.582 0.11
C -1.625 -2.896 7.022 -0.48
H -1.818 4.753 7.970 0.09
S 1.931 3.360 2.107 0.40
C -3.499 -0.987 4.394 -0.01
C 0.368 1.445 -4.139 -0.20
H -3.497 -5.125 -2.059 0.11
C -0.443 2.010 5.593 -0.28
N -3.258 0.668 -0.442 0.13
H 0.930 3.509 4.916 0.08
C -3.023 3.436 -0.544 -0.06
H -1.303 -1.599 -2.532 0.07
N -0.344 -4.646 -2.218 -0.08
C -2.011 2.726 7.290 -0.10
C -1.338 -4.150 -3.177 -0.18
C -3.178 1.306 -1.595 -0.13
C -0.365 4.261 6.461 -0.09
H -0.311 -5.836 -0.503 0.12
C -1.552 -1.960 3.353 -0.02
H 7.203 -0.837 1.544 0.07
C 2.626 -1.459 2.032 -0.38
C -3.054 2.691 -1.703 -0.04
H -0.334 -0.013 4.858 0.05
H -2.047 -0.138 -6.665 0.07
C -3.089 2.773 0.678 -0.02
H -1.771 -5.006 -3.706 0.12
C 1.530 1.741 2.410 -1.29
H -2.297 -3.029 0.621 0.11
N -2.416 -3.399 -2.532 -0.08
O -2.408 -3.037 7.926 0.10
H 7.082 -1.161 -0.919 0.08
H 5.111 -0.920 2.872 0.11
H -2.949 3.134 -2.684 0.11
N -0.826 -2.713 -0.826 -0.14
C 3.751 -1.541 -0.211 -0.46
C 2.168 -2.872 2.296 -0.02
H -2.583 -1.694 -1.307 0.11
C 0.220 -3.481 -1.512 -0.18
C -0.565 0.526 -3.616 -0.16
C -3.191 1.391 0.683 -0.28
H -3.187 0.703 -2.490 0.09
H 1.174 0.877 4.754 0.08
C -1.354 0.325 -5.965 -0.16
H 0.969 -3.805 -0.788 0.11
H -2.998 1.301 2.854 0.10
C -1.180 -2.516 4.554 -0.02
C -3.096 0.675 1.961 -0.14
C -1.036 -5.480 -1.240 -0.20
H 1.206 2.521 -5.804 0.08
H -3.751 -1.466 6.476 0.12
C -3.050 -4.267 -1.546 -0.19
H 0.203 -2.969 6.462 0.09
S -0.200 1.431 2.907 0.79
H -2.848 2.498 7.940 0.09
C -1.411 -0.005 -4.610 -0.23
H 2.592 -3.231 3.240 0.08
C 6.178 -1.216 -0.319 -0.14
C 3.851 -1.325 1.202 -0.16
H 1.081 -2.945 2.357 0.04
N -2.967 -0.585 2.027 0.13
C 0.094 0.966 4.650 -0.39
C -1.506 -3.593 0.119 -0.19
H 4.906 -1.592 -2.015 0.10
C 6.254 -1.030 1.059 -0.15
N 2.368 0.765 2.272 -0.15
H 0.082 5.247 6.457 0.10
C -1.808 -2.260 -1.821 -0.19
Cs 0.805 -0.090 -0.168 1.12
H 2.527 -3.528 1.502 0.08
H 0.724 -2.837 -2.232 0.12
H -0.785 -3.947 0.864 0.11
H -1.968 0.763 6.423 0.09
O 2.624 -1.784 -0.777 -0.39
C -0.413 1.242 -6.416 -0.17
C -3.140 -1.586 5.590 -0.03
C 0.126 3.286 5.610 -0.04
C 5.080 -1.083 1.799 -0.07
H -0.841 -3.499 -3.898 0.13
C -1.973 -2.335 5.694 -0.16
H -0.352 1.509 -7.466 0.07
H -2.913 4.512 -0.578 0.10
O -0.331 -3.258 7.213 0.11
N 1.902 -0.526 2.530 -0.06
H -3.012 3.310 1.616 0.11
C -2.704 -1.166 3.264 -0.27
H -3.840 -3.708 -1.038 0.12
C -1.435 3.985 7.307 -0.12
N -2.107 -4.767 -0.537 -0.09
H -1.470 -6.345 -1.752 0.11
C -1.516 1.746 6.435 -0.05
C 0.454 1.803 -5.484 -0.16
C 4.969 -1.457 -0.941 -0.04
H -0.962 -2.046 2.451 0.09
H 1.082 1.924 -3.466 0.06
H -4.402 -0.392 4.321 0.11
```